# C45H59N4O7P3SSiTi

A molecular structure, C45H59N4O7P3SSiTi (wB97M-V/def2-TZVPD, the Open Molecules 2025 dataset).

Values from the calculation:
HOMO energy   -5.97 eV
E_LUMO   -0.0212 Eh

Structure (ORCA input):
```
! RIJCOSX wB97M-V def2-TZVPD def2/J DEFGRID3
* xyz 0 1
Ti 0.41 0.44 0.78
C 1.58 -5.13 -1.86
C 1.70 -3.84 -1.06
C 2.20 -2.72 -1.96
P 0.18 -3.27 -0.14
C -0.31 -4.87 0.65
C 0.74 -5.25 1.70
C -1.70 -4.83 1.28
C -1.12 -3.06 -1.44
C -1.80 -4.18 -1.94
C -2.87 -4.07 -2.80
C -3.32 -2.81 -3.17
C -2.65 -1.69 -2.70
C -1.53 -1.77 -1.85
Si -0.61 -0.13 -1.46
C -1.80 1.33 -1.91
C -2.19 1.54 -3.25
C -3.10 2.51 -3.61
C -3.69 3.31 -2.63
C -3.29 3.16 -1.31
C -2.33 2.21 -0.95
P -1.74 2.05 0.77
C -3.23 1.40 1.66
C -3.91 0.35 0.78
C -4.26 2.43 2.14
C -1.30 3.74 1.40
C -1.21 3.69 2.94
C -2.05 4.99 0.96
C 0.59 0.13 -2.92
C 0.41 -0.52 -4.14
C 1.16 -0.21 -5.26
C 2.10 0.80 -5.19
C 2.31 1.46 -3.99
C 1.59 1.11 -2.85
P 1.94 1.93 -1.24
C 3.79 1.76 -0.99
C 4.72 2.51 -1.94
C 4.20 0.29 -0.94
C 1.76 3.71 -1.74
C 2.24 4.69 -0.67
C 0.33 4.05 -2.16
H 2.49 -5.29 -2.44
H 0.75 -5.09 -2.56
H 1.45 -6.01 -1.22
H 2.43 -3.97 -0.26
H 1.55 -2.61 -2.83
H 3.21 -2.93 -2.32
H 2.23 -1.76 -1.44
H -0.29 -5.65 -0.12
H 0.80 -4.48 2.48
H 1.74 -5.37 1.28
H 0.47 -6.19 2.19
H -1.64 -4.48 2.31
H -2.14 -5.82 1.30
H -2.39 -4.17 0.75
H -1.50 -5.17 -1.62
H -3.37 -4.96 -3.17
H -4.18 -2.69 -3.81
H -3.02 -0.72 -3.00
H -1.76 0.92 -4.03
H -3.37 2.64 -4.65
H -4.43 4.05 -2.89
H -3.74 3.79 -0.56
H -2.81 0.88 2.53
H -4.41 0.82 -0.07
H -4.65 -0.20 1.37
H -3.20 -0.39 0.39
H -4.71 2.96 1.30
H -3.84 3.16 2.83
H -5.06 1.90 2.66
H -0.28 3.83 1.02
H -2.07 4.19 3.38
H -0.32 4.22 3.29
H -1.16 2.68 3.34
H -3.10 4.97 1.27
H -2.02 5.13 -0.12
H -1.59 5.86 1.42
H -0.35 -1.30 -4.22
H 1.00 -0.74 -6.19
H 2.68 1.08 -6.07
H 3.04 2.26 -3.96
H 3.94 2.17 0.02
H 4.78 2.02 -2.90
H 5.72 2.50 -1.51
H 4.45 3.56 -2.09
H 4.03 -0.19 -1.91
H 3.68 -0.27 -0.17
H 5.27 0.22 -0.72
H 2.40 3.82 -2.62
H 1.59 4.67 0.21
H 2.22 5.71 -1.06
H 3.26 4.49 -0.33
H -0.37 3.90 -1.34
H 0.00 3.44 -2.99
H 0.28 5.10 -2.45
O 2.29 -3.65 6.50
N 1.11 -3.66 6.23
O 0.25 -4.20 6.88
C 0.68 -2.93 5.00
C -0.68 -2.90 4.71
C -1.06 -2.19 3.59
C -0.17 -1.48 2.79
O -0.58 -0.56 1.91
C 1.23 -1.64 3.06
C 1.63 -2.35 4.22
N 2.21 -1.06 2.34
O 1.89 -0.53 1.13
O 3.45 -1.00 2.71
N -2.51 -2.21 3.27
O -2.84 -1.92 2.14
O -3.28 -2.53 4.15
H -1.41 -3.41 5.32
H 2.68 -2.41 4.46
S 2.51 1.64 4.58
C 3.18 2.61 3.34
C 2.38 2.58 2.26
N 1.23 1.83 2.39
C 1.19 1.30 3.59
H 4.12 3.12 3.46
H 2.55 3.11 1.34
H 0.37 0.69 3.95
*
```